Below is an isolated molecule of C6H12O2 in a non-equilibrium geometry, with properties calculated with ωB97M-V/def2-TZVPD.

Positions of all 20 atoms, in Å:
C -2.304 -0.353 0.639
C -1.603 0.253 -0.558
O -2.194 0.823 -1.445
C -0.233 -0.609 -0.982
C 0.790 0.068 -0.158
C 1.874 0.777 -0.928
C 1.273 -0.666 1.070
O -0.217 1.369 0.347
H -2.582 -1.384 0.424
H -1.668 -0.341 1.522
H -3.206 0.221 0.856
H -0.116 -0.427 -2.046
H -0.379 -1.655 -0.725
H 2.504 0.037 -1.427
H 1.438 1.421 -1.690
H 2.496 1.374 -0.261
H 1.935 -1.478 0.760
H 0.445 -1.104 1.624
H 1.827 0.004 1.726
H -0.081 1.671 1.253

Output
Charge: 0
Energy above the lowest of the compared OMol25 structures with the same formula, charge and spin, kJ/mol: 215.3

Results of the natural (NBO) charge analysis, in e, for atoms 1 through 2: -0.71 0.68

Below is an isolated molecule of C3H5N5 in a non-equilibrium geometry, with properties calculated with ωB97M-V/def2-TZVPD.

Positions of all 13 atoms, in Å:
H -1.907 -1.568 0.332
N -0.988 -1.620 0.434
C -0.745 -0.351 0.239
C -1.670 0.829 -0.056
N -1.210 1.969 -0.512
N 0.162 2.201 -0.773
N 1.009 1.266 -0.696
N 0.611 0.214 0.091
C 1.707 -0.660 0.230
H -2.648 0.397 -0.223
H 1.123 -1.774 0.066
H 2.115 -0.687 1.490
H 2.442 -0.216 -0.620

Output
Charge: 0
Energy above the lowest of the compared OMol25 structures with the same formula, charge and spin, kJ/mol: 606.2

Results of the natural (NBO) charge analysis, in e, for atoms 1 through 2: 0.33 -0.65

Below is a structure of composition C41H41BeFP2 in a non-equilibrium geometry, with properties calculated with ωB97M-V/def2-TZVPD.

Positions of all 86 atoms, in Å:
Be -5.267 -0.319 -1.818
C -5.579 -2.965 1.859
C -4.304 -2.774 2.218
C -3.081 -3.301 1.507
C -2.481 -2.475 0.337
C -3.316 -2.012 -0.814
C -4.568 -2.388 -1.152
C -5.190 -3.655 -0.651
C -6.088 -3.674 0.615
C -4.564 1.162 -2.226
H -6.374 -2.632 2.539
H -4.076 -2.193 3.131
H -3.256 -4.333 1.173
H -2.294 -3.338 2.285
H -2.009 -1.566 0.768
H -1.636 -3.070 -0.083
H -2.771 -1.370 -1.521
H -5.004 -2.044 -2.134
H -4.384 -4.398 -0.501
H -5.814 -4.062 -1.474
H -7.085 -3.285 0.350
H -6.258 -4.741 0.879
H -5.225 2.026 -2.040
H -4.206 1.236 -3.266
H -3.704 1.258 -1.550
P 3.665 1.971 1.790
P 4.108 1.756 -1.414
C 4.510 0.561 1.063
C 4.797 0.538 -0.268
C 4.706 2.359 3.263
C 5.548 1.411 3.859
C 6.247 1.730 5.032
C 6.155 3.009 5.592
C 5.370 3.976 4.954
C 4.664 3.667 3.792
C 2.189 1.128 2.496
C 1.232 0.675 1.569
C 0.115 -0.025 2.004
C -0.074 -0.273 3.369
C 0.867 0.194 4.301
C 1.997 0.898 3.865
C 5.673 2.046 -2.353
C 6.712 2.705 -1.666
C 7.977 2.820 -2.242
C 8.222 2.318 -3.527
C 7.176 1.713 -4.232
C 5.903 1.590 -3.657
C 3.143 0.741 -2.591
C 2.256 1.419 -3.450
C 1.577 0.719 -4.443
C 1.752 -0.664 -4.572
C 2.595 -1.350 -3.683
C 3.272 -0.649 -2.673
H 4.735 -0.294 1.721
H 5.512 -0.176 -0.717
H 5.662 0.417 3.415
H 6.870 0.966 5.506
H 6.696 3.245 6.509
H 5.313 4.976 5.369
H 4.068 4.428 3.285
H 1.375 0.859 0.502
H -0.622 -0.385 1.285
H -0.946 -0.829 3.717
H 0.731 0.011 5.368
H 2.736 1.252 4.588
H 6.531 3.099 -0.662
H 8.783 3.301 -1.689
H 9.217 2.391 -3.971
H 7.348 1.326 -5.236
H 5.098 1.112 -4.219
H 2.117 2.491 -3.336
H 0.914 1.249 -5.124
H 1.240 -1.212 -5.366
H 2.731 -2.432 -3.774
H 3.903 -1.193 -1.964
F -10.958 -0.702 -0.257
C -9.621 -0.662 -0.601
C -9.215 -1.277 -1.778
C -7.857 -1.139 -2.167
C -6.952 -0.501 -1.342
C -7.352 0.063 -0.140
C -8.729 -0.028 0.262
H -9.920 -1.858 -2.369
H -7.524 -1.530 -3.126
H -6.625 0.600 0.475
H -9.077 0.355 1.225

Output
Charge: 0

Results of the Löwdin charge analysis, in e, for atoms 1 through 2: 0.34 -0.10

Below is a structure of composition C27H42Cl3N4O3SSiW in a non-equilibrium geometry, with properties calculated with ωB97M-V/def2-TZVPD.

Positions of all 82 atoms, in Å:
C 3.062 1.145 -2.801
C 3.380 1.713 -1.462
H 3.291 1.871 -3.576
H 2.012 0.852 -2.894
H 3.667 0.250 -2.988
C 4.019 2.870 -1.234
C 4.557 3.773 -2.281
H 4.227 3.174 -0.205
H 4.260 3.493 -3.296
H 5.654 3.794 -2.258
H 4.225 4.800 -2.101
W -0.006 -0.238 -0.366
Cl 1.309 -2.183 -0.674
Cl -0.706 0.112 -2.579
H -4.260 -2.963 1.611
H -3.994 -4.794 -0.197
C -4.164 -2.239 0.796
C -3.792 -3.999 -0.931
N -3.311 -2.801 -0.244
H -3.723 -1.322 1.167
C -2.176 -2.240 -0.625
O -1.758 -1.181 -0.034
H -3.017 -4.337 -1.627
H -1.610 -2.730 -1.428
H -5.157 -2.044 0.378
H -4.717 -3.773 -1.486
H 0.949 2.810 -2.265
H 1.708 4.662 -0.285
C -0.010 3.303 -2.058
C 0.620 4.822 -0.201
N -0.100 3.634 -0.642
H -0.821 2.612 -2.312
C -0.721 2.822 0.229
O -1.194 1.688 -0.069
H 0.369 5.050 0.842
H -0.798 3.201 1.256
H -0.079 4.221 -2.638
H 0.353 5.674 -0.836
O 1.505 0.986 -0.217
C 2.910 0.843 -0.311
C 3.094 2.295 1.746
C 3.498 1.159 1.054
H 2.329 2.940 1.294
C 3.658 2.596 2.992
H 3.183 -0.193 -0.540
C 4.407 0.270 1.631
H 3.367 3.513 3.500
C 4.572 1.712 3.562
C 4.937 0.547 2.891
H 4.679 -0.635 1.083
H 4.979 1.929 4.552
H 5.629 -0.151 3.355
Si -2.064 -1.041 -6.052
Cl -0.344 0.171 -5.938
C -3.507 0.150 -5.788
C -1.656 -2.438 -4.871
C -2.492 -1.756 -7.733
H -3.298 0.939 -5.058
H -4.406 -0.398 -5.478
H -3.737 0.628 -6.755
H -2.784 -0.976 -8.447
H -3.358 -2.410 -7.569
H -1.680 -2.348 -8.167
H -1.223 -2.096 -3.931
H -0.918 -3.100 -5.344
H -2.524 -3.060 -4.642
N 0.458 1.594 2.546
C 0.243 0.303 2.842
N 0.036 -0.659 1.940
C -0.239 -1.880 2.603
C -0.460 -3.153 2.059
C -0.840 -4.202 2.906
C -1.001 -3.996 4.274
C -0.748 -2.753 4.851
C -0.342 -1.717 4.009
S 0.092 -0.123 4.517
H 0.756 2.203 3.298
H 0.753 1.802 1.601
H -0.311 -3.356 1.005
H -1.028 -5.205 2.507
H -1.321 -4.812 4.925
H -0.850 -2.578 5.916

Output
Charge: +3

Results of the Löwdin charge analysis, in e, for atoms 1 through 2: -0.03 -0.24

Below is a structure of composition CH3F2O2PS in a non-equilibrium geometry, with properties calculated with ωB97M-V/def2-TZVPD.

Positions of all 10 atoms, in Å:
C 0.809 -1.378 -0.463
O -0.772 0.370 0.928
O -1.467 2.693 0.445
F -1.885 -0.885 -0.903
F 0.955 1.966 0.312
P -0.471 -0.012 -0.718
S -0.538 1.959 1.244
H 0.563 -1.891 0.488
H 1.138 -1.877 -1.359
H 1.668 -0.945 0.024

Output
Charge: 0
Energy above the lowest of the compared OMol25 structures with the same formula, charge and spin, kJ/mol: 93.1

Results of the natural (NBO) charge analysis, in e, for atoms 1 through 2: -1.02 -0.97

Number 1: energy -386.2382 a.u.. Number 2: energy -390.8875 a.u.. Number 3: energy -2384.1254 a.u.. Number 4: energy -3633.2956 a.u.. Number 5: energy -1129.6708 a.u..